(1)
{
  "formula": "C21H30N",
  "method": "ωB97M-V/def2-TZVPD",
  "energy_ev": -23746.92884,
  "spin_multiplicity": 1,
  "orbital_gap_ev": 6.0505,
  "homo_ev": -11.6,
  "total_charge": 1,
  "symbols": ["C", "C", "C", "C", "C", "C", "C", "C", "C", "C", "C", "C", "C", "C", "C", "H", "H", "H", "H", "H", "H", "H", "H", "H", "H", "H", "H", "H", "H", "H", "C", "C", "C", "N", "C", "C", "C", "H", "H", "H", "H", "H", "H", "H", "H", "H", "H", "H", "H", "H", "H", "H"],
  "coordinates": [[1.866673, 0.596460, 5.767607], [1.304228, 0.823444, 4.396585], [-0.074620, 0.740529, 4.169556], [-0.592083, 0.875229, 2.892126], [0.246713, 1.075295, 1.744113], [-0.344255, 1.063823, 0.444126], [0.084172, 1.741291, -0.731756], [-0.860534, 1.905056, -1.799530], [-0.508823, 2.476874, -3.007723], [0.815542, 2.849583, -3.269445], [1.207419, 3.369714, -4.617461], [1.745654, 2.754971, -2.230484], [1.386993, 2.275507, -0.979246], [1.644460, 1.187383, 2.016773], [2.137846, 1.115613, 3.313046], [2.945408, 0.772653, 5.776176], [1.409100, 1.277434, 6.492518], [1.691203, -0.421391, 6.140749], [-0.725582, 0.544403, 5.024491], [-1.674169, 0.815519, 2.749459], [-1.312788, 0.562077, 0.361177], [-1.891235, 1.583284, -1.637436], [-1.250451, 2.636224, -3.793248], [2.282670, 3.560492, -4.665857], [0.945407, 2.678650, -5.428288], [0.693722, 4.313699, -4.832210], [2.772435, 3.075695, -2.427187], [2.123745, 2.308295, -0.185820], [2.347924, 1.265591, 1.196597], [3.205174, 1.246310, 3.507249], [-2.814929, -2.899580, 2.436041], [-2.089039, -1.876794, 1.573917], [-1.605349, -2.551415, 0.298636], [-0.916864, -1.660459, -0.622975], [-0.570182, -2.397928, -1.829367], [0.095959, -1.557968, -2.910928], [0.405436, -2.462577, -4.096381], [-3.171537, -2.462583, 3.370363], [-3.677715, -3.302047, 1.892943], [-2.145742, -3.733108, 2.676688], [-2.759285, -1.053179, 1.289692], [-1.238230, -1.442748, 2.113717], [-0.961159, -3.419554, 0.553131], [-2.484089, -2.944095, -0.244511], [-0.078905, -1.270447, -0.187744], [0.069544, -3.268437, -1.573168], [-1.515812, -2.802966, -2.231899], [-0.602141, -0.759817, -3.190949], [1.005592, -1.086952, -2.516229], [0.900541, -1.929425, -4.908119], [1.053173, -3.291458, -3.790230], [-0.521216, -2.896172, -4.489287]],
  "forces_ev_per_angstrom": [[0.248, 0.173, 0.166], [-0.167, 0.014, -0.018], [-0.185, 0.058, -0.232], [-0.106, -0.234, -0.283], [0.486, -0.594, 0.862], [0.043, 1.380, 0.137], [0.080, -0.014, -0.759], [-0.025, -0.276, 0.118], [-0.265, -0.055, 0.117], [-0.241, -0.091, -0.009], [0.233, 0.155, -0.119], [0.244, -0.106, 0.490], [0.005, 0.012, -0.114], [-0.218, 0.097, 0.161], [0.159, -0.070, -0.390], [-0.153, -0.044, 0.030], [0.005, -0.061, -0.108], [-0.073, 0.176, -0.270], [0.046, 0.108, -0.377], [0.358, -0.018, 0.006], [0.101, 0.381, 0.065], [0.310, -0.036, -0.069], [0.110, -0.190, 0.315], [-0.162, -0.039, -0.015], [-0.025, 0.035, 0.277], [0.004, -0.122, 0.081], [-0.350, -0.065, 0.239], [-0.117, 0.007, -0.326], [-0.067, -0.066, 0.308], [-0.304, -0.176, -0.237], [-0.056, 0.036, 0.085], [0.088, -0.118, -0.323], [-0.042, -0.196, 0.051], [-0.116, 0.362, 0.004], [0.060, -0.143, -0.046], [-0.266, -0.211, 0.247], [0.053, 0.003, -0.121], [-0.006, -0.073, -0.035], [0.121, 0.030, 0.153], [-0.145, 0.108, 0.014], [0.039, -0.085, 0.136], [-0.102, -0.154, -0.034], [-0.289, 0.158, 0.001], [0.317, 0.044, 0.243], [-0.056, -0.469, -0.134], [-0.151, 0.182, -0.213], [0.355, 0.077, 0.097], [0.184, -0.029, -0.045], [-0.041, -0.036, -0.074], [-0.016, -0.012, 0.007], [-0.063, 0.128, -0.072], [0.157, 0.059, 0.012]]
}

---

(2)
{
  "formula": "C17H19NO",
  "method": "ωB97M-V/def2-TZVPD",
  "energy_ev": -21474.10966,
  "spin_multiplicity": 1,
  "relative_energy_kcal_mol": 49.0,
  "orbital_gap_ev": 8.7274,
  "homo_ev": -7.9,
  "smiles": "Cc1c[nH]c2ccccc12.CCc1ccc(O)cc1",
  "symbols": ["C", "C", "C", "N", "C", "C", "C", "C", "C", "C", "H", "H", "H", "H", "H", "H", "H", "H", "H", "C", "C", "C", "C", "C", "C", "O", "C", "C", "H", "H", "H", "H", "H", "H", "H", "H", "H", "H"],
  "coordinates": [[1.215972, 1.161455, -2.952538], [1.726876, 0.710313, -1.593502], [2.406264, 1.540781, -0.741823], [3.047937, 0.737394, 0.218335], [2.586454, -0.556009, 0.062278], [2.843076, -1.711089, 0.859820], [2.186405, -2.853246, 0.490524], [1.478074, -2.952976, -0.712321], [1.172845, -1.841244, -1.447194], [1.697085, -0.598372, -1.039043], [0.574571, 2.028362, -2.806399], [0.758286, 0.382692, -3.522458], [2.139657, 1.458983, -3.440170], [2.723718, 2.577606, -0.789021], [3.331647, 1.069387, 1.124559], [3.478762, -1.454423, 1.683605], [2.441719, -3.731886, 1.040236], [1.034418, -3.923805, -0.923141], [0.490738, -1.770723, -2.284605], [-3.020870, -0.573364, -1.253239], [-1.763289, 0.315621, -1.123297], [-1.575088, 0.647404, 0.324872], [-2.365020, 1.638637, 0.863292], [-2.496944, 1.744803, 2.262226], [-1.573211, 1.129669, 3.054463], [-1.698092, 1.216144, 4.426809], [-0.664599, 0.199784, 2.536793], [-0.634217, -0.024106, 1.181443], [-2.623385, -1.596867, -1.228590], [-3.454048, -0.586361, -2.254440], [-3.802235, -0.453178, -0.525256], [-0.905147, -0.305009, -1.437699], [-1.853834, 1.274748, -1.660201], [-3.082485, 2.100035, 0.205730], [-3.367274, 2.293120, 2.683139], [-2.318087, 1.905455, 4.654131], [-0.169808, -0.416826, 3.275105], [0.033125, -0.782910, 0.787575]],
  "forces_ev_per_angstrom": [[0.996, 0.403, 1.439], [-1.027, 1.308, -0.526], [1.075, -1.190, 0.233], [-0.843, -0.259, -0.008], [-0.488, -0.829, 0.357], [-0.725, 2.752, -1.180], [1.602, -0.168, 0.052], [-1.185, -0.506, 0.402], [0.029, 1.281, -0.162], [1.842, -0.401, 0.337], [-0.176, -0.056, -0.409], [-0.484, -0.409, -0.260], [-0.212, 0.252, -0.651], [-0.406, -0.166, -0.265], [0.107, 0.129, -0.057], [0.244, -1.017, 0.705], [-0.297, -0.642, 0.305], [0.090, 0.218, -0.261], [0.075, -0.754, -0.215], [1.011, -1.094, -1.346], [-0.118, -0.203, 0.355], [1.848, 0.134, 0.785], [-0.790, -1.134, 0.994], [-0.490, 1.355, -1.173], [-0.711, -0.734, 1.009], [0.753, -0.446, -0.096], [-0.449, 0.457, 0.472], [-1.200, 0.154, -0.806], [-0.395, -0.052, 0.641], [-0.135, 0.582, -0.083], [-0.126, 0.268, 0.382], [-0.383, 0.785, -0.293], [0.176, -0.563, -0.186], [-0.205, 0.335, -0.019], [0.918, -0.158, -0.185], [-0.239, 0.263, -0.030], [0.532, 0.077, -0.218], [-0.216, 0.029, -0.040]]
}

---

(3)
{
  "formula": "C4H9NO",
  "method": "ωB97M-V/def2-TZVPD",
  "energy_ev": -7826.62724,
  "spin_multiplicity": 1,
  "relative_energy_kcal_mol": 131.3,
  "orbital_gap_ev": [8.3600, 8.3612],
  "homo_ev": [-7.6, -7.6],
  "symbols": ["C", "N", "C", "C", "C", "O", "H", "H", "H", "H", "H", "H", "H", "H", "H"],
  "coordinates": [[0.101657, -1.136869, -1.244753], [0.403462, -0.281547, -0.313839], [0.969698, 0.820652, 0.155078], [0.001724, 0.125685, 1.028720], [-1.455877, 0.538571, 1.180179], [-1.923042, 1.315312, 0.105102], [0.477833, -0.974713, -2.247357], [3.068882, -0.909363, -1.207223], [-0.443081, -2.033098, -0.975838], [2.935120, -0.342757, -0.736601], [0.983889, 1.791247, -0.321441], [0.378860, -0.497210, 1.845723], [-1.535320, 1.166568, 2.073723], [-2.085394, -0.350039, 1.349504], [-1.878413, 0.767560, -0.690975]],
  "forces_ev_per_angstrom": [[0.046, 0.059, 0.020], [0.033, -0.047, -0.083], [-0.117, 0.056, -0.177], [-0.149, -0.121, 0.208], [0.073, -0.099, 0.290], [-0.043, -0.115, -0.238], [-0.046, -0.008, 0.125], [0.025, 0.030, 0.020], [0.054, 0.154, 0.006], [0.062, -0.081, -0.055], [0.038, -0.112, 0.053], [-0.046, 0.114, -0.105], [0.013, -0.096, -0.082], [0.095, 0.129, -0.051], [-0.037, 0.137, 0.069]]
}